The following is a DFT calculation (ωB97M-V with the def2-TZVPD basis set) of a 6-piece molecular cluster, C30H23NO18PS2 overall.

Geometry (Å):
S  -0.004  0.890  1.881
S  -2.685  -0.087  1.342
P  1.481  -0.617  1.545
O  -2.374  -1.779  1.380
O  0.492  1.238  -2.285
O  -8.466  0.831  -0.373
O  -6.807  -4.201  -0.816
O  -0.678  3.305  7.644
O  4.090  2.694  5.370
O  -0.384  0.842  3.379
O  0.941  -2.007  0.646
O  5.325  1.910  -0.581
O  2.106  -1.001  2.981
O  4.002  1.264  -5.690
O  3.371  -6.954  -3.620
O  -1.365  5.870  -4.120
O  0.721  2.276  1.666
O  -3.836  0.095  0.277
O  -3.316  0.444  2.688
O  2.822  0.163  0.679
O  0.641  -5.162  0.576
N  -1.348  0.877  0.769
C  1.648  3.665  7.769
C  5.829  2.357  -2.839
C  0.185  4.112  -4.360
C  -1.058  2.996  -2.045
C  -0.938  4.804  -3.698
C  0.065  2.304  -2.707
C  4.306  1.413  -4.515
C  3.498  0.818  -3.432
C  1.102  -4.973  -1.727
C  0.419  3.165  7.120
C  5.021  1.761  -1.757
C  -7.189  -3.043  -0.714
C  1.270  -5.574  -0.389
C  -8.627  -2.710  -0.676
C  0.566  2.489  5.816
C  2.993  2.834  5.893
C  1.764  2.333  5.245
C  5.495  2.195  -4.123
C  -6.230  -1.924  -0.624
C  1.787  -5.424  -2.782
C  -8.084  -0.326  -0.476
C  0.653  2.948  -3.899
C  2.910  -7.143  -1.317
C  2.742  -6.542  -2.655
C  2.225  -6.692  -0.261
C  -1.526  4.160  -2.506
C  -6.646  -0.659  -0.514
C  2.846  3.510  7.197
C  3.832  0.979  -2.148
C  -9.043  -1.445  -0.566
H  0.277  -2.475  1.232
H  -9.318  -3.542  -0.742
H  1.889  1.839  4.289
H  -2.350  4.680  -2.032
H  1.523  4.159  8.725
H  -5.955  0.173  -0.447
H  3.654  -0.383  0.842
H  2.628  0.247  -3.735
H  -5.179  -2.186  -0.652
H  -1.477  2.511  -1.172
H  -0.345  2.128  5.354
H  3.614  -7.963  -1.241
H  3.251  0.549  -1.342
H  6.076  2.626  -4.930
H  -1.686  -2.013  2.069
H  0.604  4.597  -5.233
H  3.757  3.870  7.659
H  -10.094  -1.184  -0.537
H  1.477  2.428  -4.373
H  0.398  -4.153  -1.803
H  2.338  -7.122  0.727
H  6.699  2.927  -2.536
H  1.674  -4.994  -3.771

Output
E   -3703.6269 a.u.
Orbital gap   7.080 eV
Total charge   -1

Atomic partial charges in e from the Mulliken method, atoms 1 to 4: 0.647 0.966 0.747 -0.462

=====

The following is a DFT calculation (ωB97M-V with the def2-TZVPD basis set) of C30H24BF3N11O5SY as an isolated structure.

Geometry (Å):
Y  -0.468  -0.709  0.013
S  -4.151  -1.932  -3.182
F  -1.829  -5.391  -0.183
F  -1.073  -4.835  1.764
F  -2.109  -3.374  0.541
O  1.428  -0.075  1.231
O  -2.419  -0.233  1.289
O  0.812  -4.873  -0.614
O  0.442  -2.768  0.046
O  -5.246  0.135  1.273
N  0.963  -1.521  2.964
N  1.331  -0.400  -1.641
N  -0.546  1.731  0.029
N  -0.448  0.771  -3.905
N  -0.529  1.581  -2.824
N  -1.994  -1.221  -1.553
N  2.544  3.775  -2.403
N  0.359  2.454  -0.671
N  1.421  3.174  -2.853
N  -0.265  -1.399  2.482
N  1.716  0.805  -2.119
C  -4.594  -0.735  2.075
C  0.092  3.488  1.264
C  1.976  4.637  -4.406
C  -2.576  -1.801  3.073
C  -1.788  2.068  -2.689
C  -3.142  -0.907  2.076
C  4.156  -0.257  1.608
C  3.409  -0.571  -2.455
C  -2.556  1.545  -3.697
C  -4.779  -2.327  3.909
C  2.956  0.719  -2.624
C  -5.352  -1.436  2.964
C  5.989  -1.124  2.892
C  -2.894  -1.531  -2.240
C  5.518  -0.365  1.829
C  5.099  -1.778  3.732
C  -0.710  2.350  1.194
C  2.877  4.656  -3.332
C  -1.661  0.734  -4.420
C  1.062  3.669  -4.054
C  -1.238  -4.405  0.490
C  1.810  -0.799  2.163
C  3.735  -1.675  3.513
C  0.143  -3.997  -0.112
C  0.756  3.510  0.051
C  -4.698  0.726  0.089
C  -3.443  -2.500  3.971
C  -1.205  -1.932  3.263
C  3.261  -0.910  2.453
C  2.349  -1.232  -1.833
B  0.751  2.003  -2.118
H  -3.005  -3.172  4.697
H  4.358  -0.978  -2.753
H  -4.310  -0.030  -0.587
H  3.030  -2.185  4.153
H  -0.849  -2.480  4.134
H  -1.859  0.111  -5.276
H  6.211  0.137  1.169
H  -5.552  1.224  -0.367
H  1.480  4.191  -0.356
H  0.197  3.285  -4.568
H  3.752  5.270  -3.190
H  0.176  4.193  2.070
H  -3.610  1.679  -3.857
H  1.987  5.230  -5.303
H  7.055  -1.212  3.064
H  3.419  1.583  -3.067
H  -6.424  -1.294  2.934
H  3.769  0.317  0.777
H  2.255  -2.253  -1.501
H  -5.433  -2.862  4.584
H  -2.042  2.723  -1.875
H  -3.920  1.448  0.332
H  5.468  -2.375  4.556
H  -1.390  1.933  1.919

Output
E   -2897.5288 a.u.
Multiplicity   2
Relative energy (zero: lowest compared OMol25 entry of this formula, charge and spin)   51.4 kJ/mol
Orbital gap (alpha / beta)   7.418 / 5.430 eV
Total charge   -1

Atomic partial charges in e from the Mulliken method, atoms 1 to 4: 0.937 -0.423 -0.285 -0.288

=====

The following is a DFT calculation (ωB97M-V with the def2-TZVPD basis set) of C30H24Cl5CrN2O2 as an isolated structure.

Geometry (Å):
Cr  0.728  -0.148  0.311
Cl  -0.113  -2.949  2.589
Cl  5.921  -2.181  1.353
Cl  4.893  -4.824  2.597
Cl  4.034  0.054  0.632
Cl  1.887  -5.164  3.210
O  -0.968  -0.532  1.044
O  1.551  0.603  -1.123
N  -1.128  -2.185  -0.543
N  0.033  -1.515  -0.945
C  1.303  1.502  2.186
C  -0.191  3.861  -0.442
C  -1.098  2.734  1.618
C  2.863  0.853  -3.064
C  1.109  4.523  -0.893
C  1.531  -2.703  2.082
C  3.336  0.358  -4.263
C  -3.357  -3.285  0.857
C  1.906  -1.547  1.380
C  3.308  -1.424  1.223
C  -0.019  2.970  0.770
C  -3.517  -1.154  1.973
C  1.532  -1.137  -2.769
C  -5.205  -2.828  2.332
C  -4.699  -1.559  2.579
C  4.230  -2.406  1.595
C  2.429  -3.718  2.442
C  -0.820  3.070  -1.600
C  1.190  2.347  1.077
C  -0.986  1.907  2.725
C  3.783  -3.581  2.176
C  0.212  1.275  3.029
C  0.514  -1.875  -2.066
C  2.009  -1.612  -3.997
C  2.910  -0.885  -4.739
C  1.967  0.108  -2.297
C  -2.847  -2.014  1.109
C  -4.532  -3.689  1.470
C  0.345  0.397  4.244
C  -1.579  -1.573  0.499
H  -0.996  3.719  -2.462
H  -2.049  3.212  1.402
H  0.465  1.007  5.143
H  3.281  -1.266  -5.681
H  -0.541  -0.226  4.374
H  -3.103  -0.170  2.162
H  2.075  2.571  0.502
H  -0.152  2.262  -1.909
H  1.647  -2.570  -4.361
H  -1.775  2.627  -1.303
H  2.275  1.122  2.472
H  3.182  1.816  -2.684
H  1.802  3.784  -1.308
H  1.212  -0.260  4.161
H  0.056  -2.743  -2.537
H  -0.893  4.648  -0.158
H  -4.923  -4.682  1.279
H  4.045  0.941  -4.838
H  1.606  5.040  -0.068
H  -5.224  -0.885  3.246
H  0.901  5.255  -1.677
H  -2.818  -3.943  0.187
H  -1.850  1.744  3.363
H  -6.120  -3.151  2.814

Output
E   -4763.0336 a.u.
Multiplicity   2
Relative energy (zero: lowest compared OMol25 entry of this formula, charge and spin)   0.0 kJ/mol
Orbital gap (alpha / beta)   7.657 / 7.728 eV
Total charge   0

Atomic partial charges in e from the Mulliken method, atoms 1 to 4: -0.282 -0.207 -0.205 -0.193

=====

The following is a DFT calculation (ωB97M-V with the def2-TZVPD basis set) of C30H24ClCrNO4P as an isolated structure.

Geometry (Å):
Cr  -0.493  0.424  0.091
Cl  -1.375  -0.636  1.925
P  -0.139  -1.583  -0.935
O  0.996  1.694  2.338
O  1.929  1.692  4.409
O  1.182  8.390  5.102
O  -0.968  8.132  4.668
N  0.203  7.685  4.760
C  1.303  2.186  3.449
C  1.250  -3.050  0.964
C  -0.370  4.176  3.627
C  0.437  6.317  4.464
C  1.071  -0.674  -3.313
C  -1.452  1.469  -1.484
C  -2.868  -2.112  -1.211
C  1.743  5.795  4.532
C  -1.628  -2.116  -1.873
C  -0.624  5.495  4.021
C  1.708  -4.232  1.545
C  1.960  -2.747  -2.435
C  0.123  -5.515  0.245
C  1.146  -5.465  1.199
C  2.798  -2.856  -3.550
C  -2.036  2.041  -0.289
C  0.931  3.649  3.731
C  -3.864  -3.311  -3.081
C  2.002  -0.719  -4.349
C  1.980  4.492  4.140
C  1.097  -1.652  -2.299
C  -3.972  -2.718  -1.818
C  0.240  2.489  -0.230
C  2.851  -1.821  -4.491
C  -0.021  1.800  -1.474
C  -0.339  -4.340  -0.350
C  -1.527  -2.687  -3.150
C  0.246  -3.110  -0.020
C  -1.019  2.744  0.410
C  -2.632  -3.299  -3.742
H  -1.627  5.922  3.996
H  -4.928  -2.749  -1.296
H  -2.943  -1.660  -0.219
H  2.995  4.101  4.172
H  -3.085  2.053  -0.019
H  1.949  -3.533  -1.679
H  1.196  2.916  0.085
H  -0.572  -2.667  -3.675
H  0.717  1.661  -2.265
H  -1.189  3.478  1.192
H  2.546  6.419  4.910
H  -2.034  1.023  -2.289
H  -1.193  3.561  3.232
H  2.040  0.099  -5.072
H  1.669  -2.083  1.251
H  2.526  -4.197  2.265
H  3.517  -1.906  -5.351
H  3.394  -3.759  -3.667
H  -4.713  -3.813  -3.544
H  -0.315  -6.461  -0.067
H  1.517  -6.394  1.635
H  0.306  0.107  -3.320
H  -1.140  -4.373  -1.088
H  -2.500  -3.773  -4.713

Output
E   -3359.2140 a.u.
Multiplicity   4
Orbital gap (alpha / beta)   5.706 / 6.533 eV
Total charge   0

Atomic partial charges in e from the Mulliken method, atoms 1 to 4: -0.082 -0.472 2.069 -0.529

=====

The following is a DFT calculation (ωB97M-V with the def2-TZVPD basis set) of C30H24F3N4O9SSeZr as an isolated structure.

Geometry (Å):
Zr  -0.275  0.015  1.015
Se  1.118  -1.743  2.410
S  -2.923  1.101  0.569
F  -3.657  -0.055  -1.702
F  -3.277  2.065  -1.849
F  -5.086  1.339  -0.902
O  1.287  -1.505  0.757
O  1.348  -0.175  2.876
O  1.839  -2.965  3.125
O  -0.687  -0.511  -0.976
O  -3.804  1.793  1.443
O  -1.593  1.737  0.355
O  -2.599  -0.312  0.877
O  1.059  -2.621  -2.702
O  -0.580  -1.723  2.298
N  1.721  0.852  -0.253
N  0.672  2.165  1.799
N  -1.584  -3.121  -1.956
N  -1.290  0.812  3.099
C  -0.992  2.041  3.532
C  2.380  -2.639  -3.226
C  0.252  2.624  2.983
C  0.244  -4.400  0.963
C  -1.810  -2.268  -2.926
C  0.850  -3.199  -1.493
C  -1.395  -0.528  -4.543
C  2.196  3.990  3.247
C  -0.425  1.190  -2.583
C  2.633  3.520  2.024
C  -1.241  -0.994  -3.220
C  -0.538  1.598  -3.892
C  -3.796  1.113  -1.082
C  -2.313  0.168  3.658
C  3.258  2.607  -0.754
C  -2.852  2.039  5.029
C  3.682  1.928  -1.883
C  -3.106  0.736  4.641
C  1.865  -3.660  -0.662
C  1.842  2.612  1.333
C  -0.480  -3.351  -1.073
C  -0.741  -0.128  -2.213
C  -0.775  -3.952  0.142
C  2.153  0.190  -1.323
C  -1.770  2.701  4.472
C  1.558  -4.252  0.551
C  -1.007  0.740  -4.897
C  0.988  3.536  3.734
C  2.291  2.018  0.055
C  3.138  0.685  -2.159
H  -2.613  -2.585  -3.584
H  2.898  -3.554  -0.953
H  -2.494  -0.832  3.291
H  -1.534  3.714  4.757
H  2.751  -3.662  -3.309
H  3.588  3.819  1.624
H  3.060  -2.055  -2.601
H  -2.244  -3.889  -1.929
H  -1.809  -4.054  0.444
H  -1.107  1.086  -5.914
H  -3.480  2.536  5.756
H  1.690  -0.768  -1.497
H  -0.290  2.622  -4.139
H  2.312  -2.190  -4.214
H  -0.122  1.900  -1.817
H  3.666  3.572  -0.501
H  2.362  -4.590  1.191
H  3.452  0.111  -3.019
H  0.013  -4.846  1.919
H  -1.821  -1.193  -5.283
H  2.803  4.673  3.824
H  -3.924  0.167  5.060
H  0.630  3.842  4.704
H  4.430  2.363  -2.532

Output
E   -5200.0098 a.u.
Orbital gap   7.672 eV
Total charge   +1

Atomic partial charges in e from the Mulliken method, atoms 1 to 4: 0.846 0.804 1.151 -0.202

=====

The following is a DFT calculation (ωB97M-V with the def2-TZVPD basis set) of C30H24IN8S2Tc as an isolated structure.

Geometry (Å):
I  0.646  1.726  2.416
Tc  -0.046  0.855  -0.205
S  -1.799  2.452  -0.523
S  1.555  3.379  -0.335
N  0.917  1.021  -1.916
N  -4.293  1.742  -0.916
N  -2.809  -0.010  -0.578
N  1.331  -0.728  -0.137
N  -1.547  -0.370  -0.528
N  0.854  4.443  -2.687
N  -5.423  1.103  -0.650
N  0.841  2.143  -2.672
C  -1.448  -4.023  -0.059
C  -1.764  -2.693  0.148
C  -7.062  -0.090  0.626
C  2.006  -0.929  -1.314
C  4.961  1.562  -1.477
C  -7.542  -0.518  1.846
C  1.017  3.263  -2.095
C  3.732  2.223  -1.450
C  2.794  1.623  2.168
C  2.876  -2.027  -1.478
C  5.502  1.117  -0.307
C  -0.330  -3.459  -2.108
C  1.496  -1.624  0.839
C  -5.843  0.603  0.558
C  3.459  1.316  3.326
C  4.799  1.229  0.908
C  -1.330  -1.738  -0.765
C  3.458  1.731  0.921
C  5.455  0.888  2.108
C  4.826  1.010  3.311
C  -5.630  0.435  2.949
C  -6.837  -0.246  3.012
C  2.989  2.309  -0.295
C  2.325  -2.718  0.735
C  1.782  0.070  -2.274
C  -5.122  0.844  1.735
C  3.034  -2.925  -0.455
C  -3.094  1.272  -0.631
C  -0.638  -2.126  -1.912
C  -0.721  -4.407  -1.175
H  0.393  4.474  -3.582
H  0.209  -3.765  -2.993
H  3.680  -3.784  -0.561
H  -7.612  -0.287  -0.283
H  0.911  5.288  -2.144
H  -0.500  -5.452  -1.333
H  -0.383  -1.382  -2.653
H  3.389  -2.151  -2.418
H  3.380  2.706  -2.350
H  -7.233  -0.556  3.966
H  5.498  1.481  -2.408
H  -4.200  1.403  1.685
H  -8.475  -1.058  1.892
H  2.926  1.278  4.262
H  0.922  -1.458  1.744
H  -1.763  -4.760  0.664
H  -6.134  1.213  -1.368
H  -2.347  -2.380  1.002
H  6.479  0.556  2.044
H  -5.092  0.666  3.856
H  6.494  0.697  -0.274
H  5.343  0.823  4.238
H  2.415  -3.408  1.556
H  2.325  0.132  -3.203

Output
E   -2770.2348 a.u.
Multiplicity   2
Relative energy (zero: lowest compared OMol25 entry of this formula, charge and spin)   183.4 kJ/mol
Orbital gap (alpha / beta)   5.786 / 6.166 eV
Total charge   +1

Atomic partial charges in e from the Mulliken method, atoms 1 to 4: 0.158 -0.413 -0.246 -0.265

=====

The following is a DFT calculation (ωB97M-V with the def2-TZVPD basis set) of C30H24IrN7O4S as an isolated structure.

Geometry (Å):
Ir  -1.584  1.474  -0.811
S  3.183  2.337  -1.101
O  -1.054  0.273  6.412
O  -2.617  1.958  6.315
O  -4.553  2.661  1.648
O  -2.932  2.750  0.107
N  0.296  -2.215  -3.282
N  -1.353  1.226  1.585
N  -4.350  -1.766  -0.112
N  -3.392  -2.299  -0.916
N  0.905  1.316  -0.467
N  -3.103  -0.092  -0.617
N  -0.983  0.129  -2.237
C  0.796  -3.721  0.598
C  3.146  0.675  -0.603
C  4.178  -0.255  -0.524
C  2.538  -1.978  0.025
C  2.663  -4.265  -0.949
C  3.861  -1.556  -0.209
C  -0.799  -2.274  -2.538
C  -0.749  3.185  -1.462
C  -1.622  1.174  4.295
C  -2.642  -1.254  -1.203
C  -0.486  0.641  3.730
C  -2.623  1.743  3.551
C  1.135  4.719  -1.781
C  -1.453  -1.176  -2.019
C  1.832  0.291  -0.333
C  -0.399  0.696  2.346
C  -1.581  4.175  -1.994
C  -1.792  1.137  5.997
C  0.287  5.674  -2.307
C  0.620  3.491  -1.370
C  -2.423  1.750  2.177
C  -4.170  -0.459  0.062
C  2.270  -3.455  0.296
C  -1.069  5.391  -2.419
C  3.101  -3.914  1.502
C  1.526  -1.039  -0.034
C  0.122  0.182  -3.048
C  0.714  -0.934  -3.550
C  -3.423  2.438  1.257
C  1.461  2.403  -0.912
H  1.574  -0.831  -4.199
H  -1.738  6.135  -2.832
H  2.034  -3.992  -1.797
H  4.170  -3.872  1.300
H  0.485  1.174  -3.284
H  0.652  -4.790  0.761
H  0.488  -1.319  0.086
H  0.467  0.289  1.844
H  -4.811  0.185  0.645
H  -1.198  -3.259  -2.315
H  0.152  -3.425  -0.231
H  -2.647  3.999  -2.056
H  5.204  0.025  -0.725
H  3.702  -4.090  -1.227
H  0.297  0.194  4.323
H  0.674  6.632  -2.628
H  0.464  -3.201  1.499
H  -3.513  2.185  3.973
H  -5.092  -2.345  0.240
H  2.897  -3.295  2.378
H  2.196  4.926  -1.695
H  4.660  -2.283  -0.164
H  2.546  -5.334  -0.754
H  2.853  -4.948  1.753

Output
E   -2344.3148 a.u.
Multiplicity   5
Relative energy (zero: lowest compared OMol25 entry of this formula, charge and spin)   38.8 kJ/mol
Orbital gap (alpha / beta)   5.279 / 4.597 eV
Total charge   0

Atomic partial charges in e from the Mulliken method, atoms 1 to 4: 2.121 -0.454 -0.437 -0.432